# 1
{
  "formula": "C37H48F15N5O8",
  "method": "the ωB97M-V functional and the def2-TZVPD basis",
  "symbols": ["C", "C", "C", "C", "C", "C", "C", "C", "F", "F", "C", "F", "F", "C", "F", "F", "C", "F", "F", "C", "F", "F", "C", "F", "F", "F", "C", "C", "O", "C", "C", "C", "C", "C", "C", "O", "F", "C", "C", "C", "O", "N", "F", "C", "O", "H", "H", "H", "H", "H", "H", "H", "H", "H", "H", "H", "H", "H", "H", "H", "H", "H", "H", "H", "H", "C", "N", "C", "C", "O", "H", "H", "H", "H", "H", "H", "H", "C", "N", "C", "C", "O", "H", "H", "H", "H", "H", "H", "H", "C", "N", "C", "C", "O", "H", "H", "H", "H", "H", "H", "H", "C", "N", "C", "C", "O", "H", "H", "H", "H", "H", "H", "H"],
  "coordinates": [[-3.668, -3.376, -1.932], [-3.277, -3.079, -0.705], [-1.920, -3.514, -0.236], [-1.150, -2.531, 0.626], [-0.499, -1.403, 0.148], [-0.593, -1.061, -1.324], [-1.051, 0.365, -1.683], [-2.535, 0.662, -1.598], [-3.270, -0.368, -2.034], [-2.800, 1.676, -2.461], [-3.064, 1.024, -0.178], [-2.049, 1.267, 0.665], [-3.740, -0.002, 0.345], [-4.005, 2.255, -0.086], [-4.206, 2.468, 1.229], [-3.421, 3.366, -0.542], [-5.418, 2.072, -0.697], [-5.408, 1.396, -1.845], [-6.165, 1.370, 0.173], [-6.161, 3.418, -0.939], [-5.975, 4.267, 0.067], [-5.684, 3.923, -2.079], [-7.694, 3.249, -1.109], [-8.308, 3.081, 0.051], [-8.006, 2.251, -1.924], [-8.149, 4.381, -1.653], [0.231, -0.652, 1.031], [1.032, 0.526, 0.538], [2.369, 0.430, 0.998], [3.038, 1.675, 0.881], [3.250, 2.163, -0.566], [2.892, 3.657, -0.662], [0.280, -0.929, 2.361], [1.042, -0.055, 3.342], [2.306, -0.694, 3.846], [2.954, -0.290, 4.781], [2.696, -1.794, 3.177], [-0.363, -2.016, 2.844], [-1.050, -2.790, 1.944], [-1.611, -3.931, 2.744], [-2.347, -4.847, 2.451], [-1.160, -3.751, 4.090], [-0.491, -4.837, 4.632], [-0.417, -2.559, 4.229], [0.079, -2.109, 5.236], [-2.975, -3.841, -2.618], [-4.649, -3.139, -2.314], [-3.977, -2.562, -0.067], [-1.302, -3.812, -1.080], [-2.060, -4.418, 0.347], [0.383, -1.259, -1.771], [-1.262, -1.758, -1.810], [-0.798, 0.517, -2.729], [-0.550, 1.153, -1.134], [1.080, 0.425, -0.540], [0.569, 1.480, 0.810], [4.021, 1.520, 1.317], [2.540, 2.423, 1.509], [2.717, 1.552, -1.288], [4.309, 2.075, -0.790], [3.328, 4.141, -1.526], [1.807, 3.754, -0.633], [3.252, 4.131, 0.247], [1.245, 0.921, 2.928], [0.410, 0.063, 4.216], [-1.544, 6.325, -0.759], [-0.162, 6.483, -1.176], [0.888, 6.953, -0.447], [0.613, 7.370, 0.978], [2.000, 7.026, -0.941], [-1.836, 5.278, -0.850], [-2.190, 6.925, -1.401], [-1.684, 6.639, 0.269], [0.087, 6.222, -2.117], [1.539, 7.719, 1.426], [-0.115, 8.181, 1.004], [0.240, 6.525, 1.558], [3.902, -4.059, -2.384], [2.669, -3.304, -2.486], [2.106, -2.778, -3.604], [2.825, -2.996, -4.909], [1.054, -2.152, -3.531], [3.692, -5.047, -1.970], [4.594, -3.539, -1.719], [4.371, -4.172, -3.355], [2.145, -3.130, -1.643], [2.263, -2.522, -5.708], [3.821, -2.554, -4.866], [2.903, -4.063, -5.123], [8.815, -4.387, -4.371], [7.495, -3.786, -4.455], [7.180, -2.469, -4.572], [8.321, -1.483, -4.625], [6.013, -2.111, -4.631], [8.952, -5.082, -5.200], [8.906, -4.937, -3.434], [9.594, -3.634, -4.413], [6.692, -4.393, -4.426], [7.914, -0.481, -4.718], [8.914, -1.536, -3.711], [8.958, -1.684, -5.487], [-4.597, -1.581, 7.657], [-4.185, -2.063, 6.352], [-3.537, -1.382, 5.375], [-3.181, 0.061, 5.643], [-3.255, -1.933, 4.322], [-4.122, -2.181, 8.434], [-5.680, -1.674, 7.755], [-4.321, -0.542, 7.799], [-4.389, -3.019, 6.108], [-2.670, 0.464, 4.773], [-4.082, 0.649, 5.822], [-2.517, 0.136, 6.505]],
  "total_energy_ha": -3812.377004,
  "gap_ev": 9.15,
  "smiles": "C=CCc1c(CCC(F)(F)C(F)(F)C(F)(F)C(F)(F)C(F)(F)C(F)(F)F)c(COCCC)c(CC(=O)F)c2c1C(=O)N(F)C2=O.CNC(C)=O.CNC(C)=O.CNC(C)=O.CNC(C)=O",
  "homo_ha": -0.344
}


# 2
{
  "formula": "C5H12O2",
  "method": "the ωB97M-V functional and the def2-TZVPD basis",
  "symbols": ["C", "C", "C", "C", "C", "O", "H", "H", "H", "H", "H", "H", "H", "H", "H", "H", "O", "H", "H"],
  "coordinates": [[2.037, 0.625, 0.635], [1.655, -0.809, 0.255], [0.311, -0.957, -0.397], [-0.791, -0.893, 0.355], [-2.218, -0.747, -0.051], [-2.984, -1.893, 0.436], [2.850, 0.579, 1.363], [2.181, 1.296, -0.243], [1.176, 1.064, 1.130], [2.393, -1.081, -0.504], [1.709, -1.559, 1.053], [0.286, -0.818, -1.484], [-0.727, -0.995, 1.437], [-2.706, 0.101, 0.434], [-2.260, -0.502, -1.118], [-2.227, -2.490, 0.528], [-0.379, 2.917, -1.604], [0.529, 3.194, -1.454], [-0.835, 2.969, -0.769]],
  "total_energy_ha": -348.131588,
  "gap_ev": 10.34,
  "smiles": "CC/C=C/CO.O",
  "homo_ha": -0.354
}


# 3
{
  "formula": "C48H26N11W",
  "method": "the ωB97M-V functional and the def2-TZVPD basis",
  "symbols": ["W", "C", "C", "C", "C", "C", "N", "C", "C", "C", "C", "C", "C", "C", "C", "N", "C", "N", "C", "N", "C", "N", "C", "N", "C", "N", "C", "C", "C", "C", "C", "C", "C", "C", "C", "C", "C", "C", "C", "C", "N", "H", "H", "H", "H", "H", "H", "H", "H", "H", "H", "H", "H", "H", "H", "H", "H", "N", "C", "C", "C", "C", "C", "C", "C", "C", "C", "C", "C", "C", "N", "C", "C", "C", "C", "N", "H", "H", "H", "H", "H", "H", "H", "H", "H", "H"],
  "coordinates": [[0.858, -0.164, -0.163], [-3.978, -2.487, 3.704], [-4.403, -1.150, 3.698], [-3.648, -0.166, 3.089], [-2.465, -0.555, 2.472], [-1.440, 0.210, 1.814], [-1.427, 1.521, 1.780], [-0.386, 2.206, 1.364], [-0.269, 3.634, 1.467], [-1.140, 4.626, 1.909], [-0.690, 5.931, 1.887], [0.601, 6.253, 1.441], [1.471, 5.275, 1.006], [1.018, 3.959, 1.023], [1.639, 2.731, 0.617], [2.844, 2.666, 0.104], [3.400, 1.583, -0.372], [2.816, 0.321, -0.475], [3.824, -0.529, -0.925], [3.780, -1.834, -0.905], [2.841, -2.508, -0.278], [1.731, -1.976, 0.367], [1.061, -3.049, 0.935], [-0.086, -3.009, 1.575], [-0.788, -1.929, 1.768], [-0.452, -0.644, 1.339], [-2.045, -1.889, 2.468], [-2.798, -2.874, 3.098], [1.778, -4.268, 0.685], [1.537, -5.587, 1.059], [2.430, -6.545, 0.622], [3.540, -6.205, -0.167], [3.786, -4.899, -0.538], [2.885, -3.931, -0.103], [5.007, 0.226, -1.256], [6.246, -0.145, -1.761], [7.214, 0.838, -1.861], [6.958, 2.157, -1.468], [5.724, 2.529, -0.965], [4.752, 1.542, -0.869], [0.778, 1.664, 0.850], [-4.587, -3.226, 4.207], [-5.333, -0.890, 4.185], [-3.947, 0.874, 3.087], [-2.134, 4.378, 2.258], [-1.341, 6.725, 2.227], [0.916, 7.288, 1.445], [2.471, 5.504, 0.661], [-2.464, -3.903, 3.110], [0.684, -5.836, 1.675], [2.277, -7.582, 0.890], [4.217, -6.987, -0.486], [4.642, -4.627, -1.141], [6.428, -1.165, -2.075], [8.195, 0.582, -2.238], [7.747, 2.892, -1.554], [5.506, 3.541, -0.651], [-8.720, 1.300, -1.113], [-7.587, 1.121, -1.187], [-6.174, 0.906, -1.260], [-5.327, 1.643, -0.435], [-3.962, 1.435, -0.473], [-3.418, 0.471, -1.325], [-4.272, -0.226, -2.186], [-5.638, -0.019, -2.153], [-1.962, 0.214, -1.352], [-1.089, 1.296, -1.600], [-1.404, 2.618, -1.951], [-0.216, 3.228, -2.328], [0.792, 2.284, -2.165], [0.299, 1.109, -1.729], [-1.496, -1.119, -1.336], [-2.226, -2.320, -1.281], [-1.338, -3.350, -1.557], [-0.082, -2.770, -1.689], [-0.130, -1.430, -1.527], [-5.751, 2.380, 0.235], [-3.313, 1.987, 0.192], [-3.855, -0.902, -2.919], [-6.287, -0.567, -2.822], [-2.394, 3.044, -1.984], [-0.090, 4.239, -2.682], [1.842, 2.397, -2.384], [-3.277, -2.414, -1.066], [-1.568, -4.399, -1.645], [0.859, -3.250, -1.915]],
  "multiplicity": 3,
  "total_energy_ha": -2514.106134,
  "gap_ev": [4.98, 4.67],
  "homo_ha": [-0.349, -0.342],
  "total_charge": 1
}


# 4
{
  "formula": "C11H20F3N2O2",
  "method": "the ωB97M-V functional and the def2-TZVPD basis",
  "symbols": ["C", "C", "C", "C", "C", "N", "C", "O", "C", "F", "F", "F", "C", "C", "C", "C", "N", "O", "H", "H", "H", "H", "H", "H", "H", "H", "H", "H", "H", "H", "H", "H", "H", "H", "H", "H", "H", "H"],
  "coordinates": [[-0.902, 2.239, -0.595], [-1.210, 0.779, -0.972], [-2.315, 0.766, -2.048], [0.073, 0.095, -1.506], [0.726, -0.933, -0.564], [0.072, -2.260, -0.680], [2.204, -1.142, -0.986], [3.160, -0.942, 0.068], [3.791, 0.235, 0.114], [4.897, 0.253, -0.647], [3.033, 1.267, -0.315], [4.154, 0.485, 1.354], [0.607, -0.477, 0.890], [-0.842, -0.265, 1.377], [-0.880, 0.862, 2.421], [-1.402, -1.534, 2.049], [-1.739, 0.057, 0.223], [-2.930, 0.385, 0.554], [-0.014, 2.325, 0.040], [-0.719, 2.798, -1.520], [-1.762, 2.684, -0.083], [-2.933, -0.132, -1.939], [-2.975, 1.630, -1.940], [-1.867, 0.777, -3.045], [-0.140, -0.427, -2.448], [0.789, 0.891, -1.751], [0.260, -2.641, -1.606], [-0.937, -2.144, -0.643], [2.345, -2.186, -1.282], [2.467, -0.510, -1.838], [1.066, -1.238, 1.530], [1.178, 0.447, 1.041], [-0.548, 1.823, 2.024], [-0.203, 0.589, 3.241], [-1.889, 0.966, 2.834], [-2.435, -1.353, 2.356], [-1.384, -2.389, 1.368], [-0.795, -1.779, 2.927]],
  "multiplicity": 2,
  "total_energy_ha": -990.689311,
  "gap_ev": [8.95, 9.93],
  "homo_ha": [-0.305, -0.351]
}


# 5
{
  "formula": "C30H82N2O12",
  "method": "the ωB97M-V functional and the def2-TZVPD basis",
  "symbols": ["C", "O", "C", "C", "N", "C", "C", "O", "C", "H", "H", "H", "H", "H", "H", "H", "H", "H", "H", "H", "H", "H", "H", "H", "C", "O", "C", "C", "N", "C", "C", "O", "C", "H", "H", "H", "H", "H", "H", "H", "H", "H", "H", "H", "H", "H", "H", "H", "C", "C", "C", "O", "H", "H", "H", "H", "H", "H", "H", "H", "C", "C", "C", "O", "H", "H", "H", "H", "H", "H", "H", "H", "C", "C", "C", "O", "H", "H", "H", "H", "H", "H", "H", "H", "C", "C", "C", "O", "H", "H", "H", "H", "H", "H", "H", "H", "C", "C", "C", "O", "H", "H", "H", "H", "H", "H", "H", "H", "C", "O", "H", "H", "H", "H", "C", "O", "H", "H", "H", "H", "C", "O", "H", "H", "H", "H"],
  "coordinates": [[-1.872, 1.424, -3.845], [-0.909, 2.428, -3.881], [0.040, 2.438, -2.813], [1.222, 3.379, -3.055], [0.742, 4.705, -3.204], [1.758, 5.419, -3.984], [1.286, 6.904, -4.186], [0.124, 6.851, -5.029], [-0.457, 8.139, -5.341], [-2.725, 1.603, -3.190], [-1.482, 0.444, -3.569], [-2.424, 1.338, -4.781], [0.362, 1.400, -2.730], [-0.448, 2.653, -1.862], [1.589, 3.097, -4.041], [1.895, 3.119, -2.238], [-0.167, 4.733, -3.642], [1.801, 4.974, -4.978], [2.688, 5.411, -3.416], [2.054, 7.505, -4.674], [0.976, 7.444, -3.291], [-1.309, 7.975, -6.000], [0.260, 8.864, -5.727], [-0.865, 8.612, -4.447], [-5.778, -1.531, 3.019], [-5.792, -1.316, 1.622], [-4.645, -1.843, 0.899], [-4.609, -1.512, -0.609], [-3.415, -2.129, -1.219], [-3.250, -1.732, -2.557], [-1.935, -2.377, -3.118], [-0.781, -1.989, -2.401], [0.390, -2.439, -3.033], [-5.844, -2.592, 3.260], [-6.664, -1.009, 3.379], [-4.832, -1.142, 3.396], [-4.689, -2.926, 1.008], [-3.707, -1.511, 1.345], [-4.577, -0.444, -0.824], [-5.448, -1.855, -1.215], [-2.677, -1.765, -0.633], [-3.237, -0.662, -2.764], [-4.145, -2.080, -3.073], [-1.775, -2.042, -4.142], [-2.050, -3.461, -3.137], [0.510, -1.935, -3.992], [0.465, -3.523, -3.111], [1.250, -1.989, -2.537], [0.458, -4.920, -0.262], [1.644, -5.564, 0.493], [2.476, -4.503, 1.148], [1.102, -6.386, 1.520], [-0.218, -4.306, 0.333], [-0.154, -5.696, -0.722], [0.835, -4.216, -1.005], [2.181, -6.166, -0.240], [3.029, -3.940, 0.397], [3.231, -4.895, 1.830], [1.876, -3.773, 1.691], [0.477, -5.886, 2.050], [6.120, -0.127, 0.593], [4.917, -0.767, 1.275], [5.225, -2.303, 1.458], [4.644, -0.207, 2.520], [7.029, -0.548, 1.023], [6.189, 0.959, 0.661], [6.221, -0.348, -0.469], [3.985, -0.612, 0.731], [4.573, -2.760, 2.203], [6.252, -2.450, 1.793], [5.183, -2.853, 0.517], [4.439, 0.724, 2.404], [-2.334, -5.000, 4.927], [-1.979, -4.863, 3.418], [-2.317, -3.497, 2.831], [-0.613, -5.058, 3.227], [-2.074, -6.015, 5.230], [-3.404, -4.852, 5.074], [-1.774, -4.325, 5.573], [-2.605, -5.584, 2.892], [-3.375, -3.371, 3.062], [-2.106, -3.504, 1.762], [-1.798, -2.624, 3.228], [-0.143, -4.352, 3.678], [3.039, 2.205, 0.772], [3.038, 3.042, 2.015], [1.632, 3.036, 2.533], [3.835, 2.438, 3.018], [4.050, 2.164, 0.366], [2.265, 2.521, 0.073], [2.753, 1.180, 1.009], [3.365, 4.064, 1.823], [1.294, 2.039, 2.814], [0.951, 3.338, 1.738], [1.503, 3.831, 3.268], [4.412, 3.038, 3.495], [-1.028, -0.048, 1.846], [-0.329, 0.176, 0.489], [0.788, -0.851, 0.214], [-1.327, 0.021, -0.564], [-0.317, -0.033, 2.672], [-1.529, -0.997, 1.655], [-1.743, 0.764, 1.979], [0.172, 1.139, 0.587], [1.414, -0.529, -0.619], [0.435, -1.877, 0.110], [1.460, -0.804, 1.071], [-1.008, -0.624, -1.200], [-3.518, 1.456, 4.213], [-3.221, 2.802, 3.777], [-4.439, 1.469, 4.796], [-3.681, 0.782, 3.372], [-2.760, 1.075, 4.897], [-3.011, 3.302, 4.569], [-2.574, 3.964, 0.487], [-3.446, 4.257, 1.555], [-2.522, 2.877, 0.429], [-2.904, 4.444, -0.435], [-1.572, 4.374, 0.613], [-3.244, 3.576, 2.200], [3.948, -1.038, -2.264], [3.697, 0.330, -1.938], [3.559, -1.752, -1.538], [3.466, -1.240, -3.221], [5.010, -1.202, -2.444], [3.994, 0.822, -2.707]],
  "total_energy_ha": -2204.381769,
  "gap_ev": 9.17,
  "smiles": "COCCNCCOC.COCCNCCOC.CC(C)O.CC(C)O.CC(C)O.CC(C)O.CC(C)O.CO.CO.CO",
  "homo_ha": -0.321
}


# 6
{
  "formula": "C6H9NO3",
  "method": "the ωB97M-V functional and the def2-TZVPD basis",
  "symbols": ["C", "C", "C", "C", "O", "C", "O", "C", "N", "H", "H", "H", "H", "H", "H", "H", "O", "H", "H"],
  "coordinates": [[1.996, -0.986, -0.788], [1.733, -0.139, 0.453], [0.340, 0.443, 0.498], [0.093, 1.833, 0.937], [0.036, 1.478, -0.429], [-0.793, -0.522, 0.721], [-0.709, -1.514, 1.397], [-2.110, -0.162, 0.087], [-3.216, 0.284, 0.359], [1.375, -1.892, -0.801], [1.795, -0.412, -1.703], [3.048, -1.300, -0.813], [1.879, -0.736, 1.364], [2.447, 0.694, 0.500], [-0.866, 2.104, 1.386], [0.966, 2.417, 1.239], [-2.522, -0.511, -1.636], [-1.829, -1.145, -1.855], [-3.663, 0.066, -0.916]],
  "total_energy_ha": -514.317369,
  "gap_ev": 9.38,
  "homo_ha": -0.364
}